No. 1
{
  "formula": "C26H40ClF2NO10",
  "method": "ωB97M-V/def2-TZVPD",
  "symbols": ["C", "C", "C", "N", "C", "C", "C", "C", "C", "H", "H", "H", "H", "H", "H", "H", "H", "H", "H", "H", "H", "H", "H", "H", "H", "H", "H", "Cl", "O", "O", "O", "O", "C", "O", "C", "O", "O", "C", "H", "H", "H", "H", "H", "H", "C", "O", "C", "O", "O", "C", "H", "H", "H", "H", "H", "H", "F", "C", "C", "C", "C", "C", "C", "H", "H", "H", "H", "H", "F", "C", "C", "C", "C", "C", "C", "H", "H", "H", "H", "H"],
  "coordinates": [[-0.59318, 2.68809, -4.39976], [-1.13421, 1.60963, -3.46250], [-0.44517, 1.88432, -2.13050], [-1.35384, 1.34340, -0.95893], [-0.58703, 1.52590, 0.37982], [-2.76305, 2.08749, -0.85832], [-3.80426, 0.95642, -0.71865], [-3.23367, -0.23091, -1.42661], [-1.71492, -0.13379, -1.11730], [0.35702, 2.33957, -4.80444], [-0.42772, 3.63200, -3.88040], [-1.24661, 2.78537, -5.26676], [-0.96567, 0.59206, -3.81493], [-2.20491, 1.62571, -3.25890], [-0.46127, 2.93669, -1.84701], [0.59029, 1.54413, -2.14434], [0.31688, 0.93261, 0.24178], [-1.32959, 1.12818, 1.07158], [-0.46403, 2.60672, 0.44909], [-2.81138, 2.73226, 0.01920], [-2.79041, 2.71186, -1.75135], [-4.01669, 0.73584, 0.32745], [-4.81199, 1.25738, -1.00501], [-3.76132, -1.14617, -1.15830], [-3.42176, -0.16918, -2.49849], [-1.59770, -0.56536, -0.12327], [-1.02363, -0.62638, -1.80108], [0.96658, -1.15799, -0.02333], [1.07703, -2.23863, -0.93246], [-0.39282, -0.92442, 0.37520], [1.81275, -1.39415, 1.11792], [1.42179, 0.00285, -0.73952], [2.36867, -2.64849, -3.16606], [3.61829, -1.98198, -2.94799], [3.71426, -0.66568, -3.06765], [4.82387, -0.06809, -2.88634], [2.48848, -0.13380, -3.28582], [2.19489, 1.25454, -3.06971], [1.51695, -2.23530, -2.62574], [2.43561, -3.60605, -2.64962], [2.13256, -2.93785, -4.19008], [2.17190, 1.57217, -2.02727], [1.26541, 1.43078, -3.61110], [2.89443, 1.97171, -3.49915], [1.50291, -4.24761, 0.03476], [0.34301, -3.88167, 0.81672], [-0.88528, -4.29224, 0.41084], [-1.10009, -5.09926, -0.52816], [-1.88974, -3.71447, 1.14432], [-1.63124, -2.63284, 2.09328], [2.34108, -3.61122, 0.31863], [1.28205, -4.32080, -1.03012], [1.87154, -5.24184, 0.28716], [-2.41398, -2.06322, 2.59424], [-0.83592, -1.92656, 1.85508], [-1.06633, -3.15278, 2.86700], [-0.00275, -1.17902, 6.17719], [-0.41886, -0.76849, 4.99636], [0.19180, -1.17464, 3.84449], [-0.26369, -0.77571, 2.59270], [-1.29616, 0.15224, 2.49696], [-1.90055, 0.67621, 3.67996], [-1.43121, 0.22774, 4.92859], [0.91310, -1.96809, 3.97321], [0.20176, -1.22931, 1.73014], [-1.59738, 0.44824, 1.50295], [-2.90060, 1.07715, 3.60538], [-2.10197, 0.39738, 5.75787], [3.16098, 1.10120, 0.20924], [2.58407, 1.49062, 1.35633], [1.40715, 0.87708, 1.66487], [0.64918, 1.59672, 2.71045], [1.06652, 2.76779, 3.25602], [2.32631, 3.23693, 2.88933], [3.07814, 2.68808, 1.89175], [1.16628, -0.09530, 1.26131], [-0.30631, 1.13830, 2.91854], [0.38954, 3.26506, 3.93486], [2.67193, 4.19435, 3.25029], [4.08369, 3.01672, 1.67435]],
  "atomic_forces_ev_per_a": [[-0.441, -0.800, -0.915], [0.246, 0.605, 0.946], [-2.445, -0.300, 1.498], [-0.139, 0.007, -0.224], [-1.391, 2.081, -4.264], [1.012, -0.836, -0.047], [-0.333, 1.002, 0.376], [0.397, 0.178, -1.612], [-3.480, 0.760, -0.723], [-0.006, 0.339, -0.076], [-0.215, 0.024, -0.243], [-0.004, 0.405, 0.044], [0.405, 0.028, -0.100], [-0.077, 0.462, -0.584], [0.148, 0.265, -0.535], [-1.530, -0.205, 1.251], [-1.268, 1.853, 0.000], [2.554, 4.812, -2.954], [0.395, -0.082, 0.249], [0.556, 0.021, -0.071], [-0.513, -0.183, 0.071], [0.695, -0.079, 0.363], [0.143, 0.157, -0.744], [0.649, -0.218, 0.454], [-0.029, 0.274, -0.238], [-2.336, 0.867, -2.080], [-0.273, 0.081, 0.037], [2.969, -2.162, -5.470], [-1.520, 0.975, 0.439], [4.025, -2.762, -0.900], [1.318, -3.314, -1.026], [-0.715, -0.806, -0.440], [-0.734, -1.337, 0.468], [-0.032, -0.087, -0.586], [3.298, 2.141, 1.506], [-4.776, -1.938, -1.015], [0.551, 0.747, 0.002], [1.430, 0.430, -1.142], [0.638, 0.610, -1.207], [0.658, -0.077, -0.036], [0.422, 0.722, -0.302], [0.145, -0.700, -0.004], [0.627, -0.451, 0.262], [0.590, -0.507, -0.429], [0.505, -2.269, 0.336], [-0.619, -0.353, -0.012], [-0.382, -1.267, -1.866], [0.586, 2.797, 3.302], [-0.156, 0.044, -1.230], [1.915, -2.803, 0.716], [-0.552, 0.254, -0.290], [0.037, 0.284, 0.407], [-0.579, -0.389, 0.526], [-0.931, -0.745, -0.922], [-2.294, -2.321, -1.305], [-0.377, -0.058, 0.682], [0.139, -0.542, 0.708], [-1.042, 2.889, -0.935], [-0.039, -0.768, 0.378], [0.433, 0.486, 3.713], [-2.886, -3.099, 2.808], [-0.275, -2.961, -0.260], [-0.742, -0.775, -0.728], [0.419, 0.035, -0.374], [-0.203, 0.854, 3.787], [-2.281, -4.519, 3.755], [0.172, 0.764, 0.087], [0.447, 0.274, 0.457], [1.886, -0.154, -0.007], [-0.234, 0.715, -1.225], [0.183, 3.826, 4.744], [2.229, -0.634, -1.771], [0.284, -0.334, -0.275], [0.095, 1.955, 0.133], [-0.284, -1.514, 0.775], [0.432, 4.241, 2.944], [2.310, 2.528, 0.588], [0.269, 0.284, 0.230], [0.076, 0.061, 0.495], [-0.152, 0.214, -0.367]],
  "homo_energy_ev": -8.29,
  "homo_lumo_gap_ev": 8.36,
  "multiplicity": 1
}


No. 2
{
  "formula": "C26H40GeN4PdS",
  "method": "ωB97M-V/def2-TZVPD",
  "symbols": ["Pd", "S", "C", "N", "N", "C", "C", "C", "C", "C", "C", "N", "N", "C", "C", "C", "C", "C", "C", "H", "H", "H", "H", "H", "H", "H", "H", "H", "H", "H", "C", "C", "C", "C", "C", "H", "H", "H", "H", "H", "H", "H", "H", "H", "H", "C", "C", "C", "C", "Ge", "C", "C", "C", "C", "H", "H", "H", "H", "H", "H", "H", "H", "H", "H", "H", "H", "H", "H", "H", "H", "H", "H", "H"],
  "coordinates": [[-0.72876, 0.23810, 0.83309], [1.48474, 0.30969, 0.44191], [1.94483, 0.03929, 2.06959], [3.30528, 0.17608, 2.27859], [3.70015, 0.39263, 3.51406], [3.13315, 1.25221, 4.47724], [2.23605, 2.25310, 4.12066], [1.73424, 3.09364, 5.10065], [2.12634, 2.95309, 6.42709], [3.03974, 1.96310, 6.76947], [3.54622, 1.11587, 5.79738], [1.14759, -0.33136, 3.06660], [-0.09564, -0.59433, 2.68606], [-0.96631, -0.84276, 3.75581], [-2.11601, -1.59102, 3.50060], [-3.01539, -1.86069, 4.51785], [-2.78156, -1.38041, 5.80182], [-1.63374, -0.63921, 6.05884], [-0.72146, -0.37558, 5.04962], [4.61906, 0.02499, 3.71441], [1.94644, 2.37930, 3.08571], [1.03544, 3.87204, 4.82216], [1.73248, 3.61698, 7.18546], [3.35665, 1.84580, 7.79792], [4.24659, 0.33150, 6.06293], [-2.27111, -1.97552, 2.49935], [-3.89842, -2.45349, 4.31257], [-3.48574, -1.58747, 6.59700], [-1.44922, -0.26051, 7.05682], [0.17874, 0.19282, 5.23813], [-1.61950, 3.39531, 0.55305], [-1.15761, 2.80263, -0.78023], [0.29882, 3.20503, -1.01893], [-2.01360, 3.41091, -1.90495], [-1.29263, 1.27211, -0.82288], [-1.38316, 4.46242, 0.58842], [-1.11956, 2.91394, 1.39390], [-2.69920, 3.29196, 0.69002], [0.37622, 4.29154, -1.11798], [0.68793, 2.75033, -1.93435], [0.93730, 2.88848, -0.19212], [-1.91752, 4.50056, -1.90925], [-3.07084, 3.16786, -1.78391], [-1.69425, 3.03793, -2.88215], [-0.83912, 0.88868, -1.73940], [-5.57390, -1.56439, -2.30335], [-4.88769, -2.76477, -1.65725], [-3.96753, -2.42222, -0.48569], [-2.79133, -1.49435, -0.84105], [-3.07388, 0.44351, -0.59535], [-3.83406, 0.65190, 1.21786], [-5.31208, 1.06686, 1.17750], [-5.52627, 2.51567, 0.74947], [-6.98524, 2.82416, 0.43520], [-6.32322, -1.88567, -3.02877], [-4.86169, -0.92425, -2.82631], [-6.07922, -0.94864, -1.55324], [-4.30519, -3.30023, -2.41403], [-5.64961, -3.46306, -1.30107], [-3.56876, -3.36098, -0.09177], [-4.57048, -1.98848, 0.32184], [-2.43732, -1.68486, -1.85908], [-1.94196, -1.73926, -0.19759], [-4.11504, 0.96768, -1.60560], [-3.26647, 1.36799, 1.81937], [-3.73036, -0.31115, 1.71748], [-5.75009, 0.92274, 2.17095], [-5.86616, 0.40889, 0.49761], [-4.91368, 2.73023, -0.13167], [-5.16933, 3.17776, 1.54452], [-7.34332, 2.19838, -0.38622], [-7.12193, 3.86702, 0.14466], [-7.62394, 2.63248, 1.30148]],
  "atomic_forces_ev_per_a": [[0.240, 0.156, -0.011], [-0.062, 0.111, -0.037], [0.215, 0.072, 0.139], [-0.283, -0.202, -0.164], [-0.060, 0.020, 0.362], [0.154, -0.077, -0.179], [-0.060, 0.033, -0.037], [-0.006, -0.012, 0.052], [0.023, -0.029, -0.051], [-0.016, 0.005, -0.038], [-0.011, -0.041, 0.130], [0.162, -0.162, -0.340], [-0.279, 0.193, 0.377], [0.187, -0.046, -0.116], [-0.091, 0.008, -0.032], [0.008, 0.009, -0.009], [0.011, -0.007, -0.046], [0.039, 0.019, -0.047], [-0.005, 0.011, 0.119], [0.035, 0.145, -0.020], [0.008, 0.010, 0.019], [0.005, -0.008, 0.004], [-0.002, -0.017, -0.015], [-0.002, 0.006, -0.020], [-0.016, 0.027, -0.007], [-0.028, -0.019, -0.021], [0.017, 0.013, -0.005], [0.000, 0.005, -0.007], [0.011, -0.013, -0.018], [-0.006, 0.023, 0.022], [-0.088, 0.064, -0.062], [-0.080, -0.066, -0.171], [0.066, 0.037, 0.017], [0.074, -0.001, -0.033], [0.042, -0.058, 0.480], [-0.029, -0.019, -0.005], [0.075, -0.050, 0.094], [0.048, -0.017, -0.001], [0.017, -0.024, -0.006], [-0.017, 0.021, 0.027], [-0.044, 0.036, -0.052], [0.013, -0.034, -0.005], [0.005, 0.010, 0.018], [-0.008, 0.014, 0.031], [-0.008, -0.019, -0.067], [0.021, -0.011, 0.024], [-0.002, 0.044, -0.012], [0.019, 0.070, -0.077], [-0.177, -0.089, -0.055], [-0.234, -0.129, -0.453], [0.001, 0.117, 0.085], [0.036, 0.006, 0.062], [-0.025, -0.039, 0.013], [-0.011, -0.003, 0.030], [0.022, -0.002, 0.007], [-0.014, -0.015, 0.022], [0.005, -0.027, -0.025], [-0.027, -0.002, 0.002], [0.007, -0.020, -0.010], [-0.014, -0.003, 0.025], [0.026, 0.000, -0.005], [-0.029, -0.005, -0.001], [0.113, -0.036, 0.051], [0.040, 0.055, 0.062], [-0.017, 0.002, -0.002], [-0.040, -0.049, 0.048], [-0.053, -0.006, -0.033], [0.040, -0.003, 0.007], [-0.013, 0.013, -0.016], [0.040, 0.008, -0.025], [0.007, 0.018, 0.025], [0.005, -0.021, 0.012], [0.023, -0.002, -0.030]],
  "homo_energy_ev": [-6.99, -8.33],
  "homo_lumo_gap_ev": [6.66, 6.59],
  "multiplicity": 3
}


No. 3
{
  "formula": "C26H41F7I2N3O8",
  "method": "ωB97M-V/def2-TZVPD",
  "symbols": ["C", "C", "C", "O", "C", "N", "C", "N", "N", "O", "C", "C", "C", "C", "C", "C", "C", "C", "C", "C", "C", "F", "F", "C", "F", "F", "F", "C", "I", "C", "C", "I", "H", "H", "H", "H", "H", "H", "H", "H", "H", "H", "H", "H", "H", "H", "H", "H", "H", "H", "H", "H", "H", "H", "H", "H", "H", "H", "H", "H", "H", "H", "H", "H", "H", "H", "H", "C", "C", "O", "C", "O", "O", "F", "H", "H", "H", "C", "C", "O", "C", "O", "O", "F", "H", "H", "H"],
  "coordinates": [[-0.24575, 2.07101, 3.74898], [-0.33115, 0.64515, 2.90725], [1.05721, 0.46514, 2.05374], [0.97347, 0.85124, 0.63601], [0.59205, -0.28478, -0.22005], [1.93670, -1.03698, -0.31050], [2.35157, -0.87741, -1.75510], [3.57500, -0.71017, -2.35782], [0.98874, -1.01012, -2.46755], [0.76081, -2.33217, -2.18181], [1.32132, -3.20054, -3.22744], [1.87092, -4.63331, -2.56331], [3.24560, -4.44942, -1.67889], [0.67764, -5.45776, -1.77291], [0.35394, -4.90282, -0.26460], [-0.68857, -5.58504, -2.71127], [0.04304, -0.02732, -1.74382], [-1.41938, -0.59976, -2.21052], [-2.27108, -1.37810, -1.04659], [-3.89612, -1.14404, -1.36651], [-4.55304, -2.35384, -2.25652], [-3.75810, -2.51850, -3.53040], [-5.92424, -1.92670, -2.72567], [-4.73940, -3.75592, -1.42144], [-6.08934, -4.31986, -1.67458], [-4.57992, -3.60174, 0.06471], [-3.61881, -4.65589, -1.84813], [0.56921, 1.41766, -2.30780], [1.18935, 1.33763, -4.45109], [-0.50725, 2.64748, -2.21464], [-1.43479, 2.85869, -3.56158], [-1.82876, 2.61790, -0.47273], [-1.27926, 2.45296, 4.14308], [0.30038, 2.89634, 3.12101], [0.43342, 1.85513, 4.69687], [-1.31730, 0.51565, 2.28976], [-0.35725, -0.20759, 3.74210], [1.84924, 1.20822, 2.54916], [1.44732, -0.62193, 2.25030], [0.00584, -0.98066, 0.51506], [1.95554, -1.99057, 0.11130], [3.73988, -1.11773, -3.32474], [4.42302, -0.26390, -1.91360], [0.48889, -3.43734, -4.04808], [2.23174, -2.75594, -3.81228], [2.16228, -5.31771, -3.49707], [3.13275, -4.83033, -0.55309], [3.63753, -3.34787, -1.60232], [4.15754, -5.08542, -2.11410], [1.06568, -6.57353, -1.64253], [1.13871, -4.11773, 0.14742], [0.30201, -5.77457, 0.54839], [-0.67777, -4.32175, -0.32739], [-1.49214, -6.25872, -2.19098], [-1.13052, -4.48360, -2.83227], [-0.38120, -5.92515, -3.78843], [-2.07396, 0.34961, -2.51944], [-1.38646, -1.26435, -3.20185], [-2.12802, -2.54902, -1.03022], [-2.11911, -0.90482, 0.03893], [-4.42419, -1.07260, -0.29804], [-4.10822, -0.10509, -1.88399], [1.55156, 1.79385, -1.74320], [0.14154, 3.64574, -2.12016], [-1.80769, 1.86799, -4.05886], [-2.41596, 3.43265, -3.19674], [-0.89984, 3.60537, -4.30336], [2.72691, 6.10089, -0.78827], [1.90295, 6.65377, 0.32398], [0.71606, 7.06283, -0.31700], [0.58494, 6.22848, -1.38627], [-0.44675, 6.08694, -2.02145], [1.74932, 5.56293, -1.65594], [2.49216, 7.74364, 0.86499], [3.29670, 6.87218, -1.31728], [3.41841, 5.32541, -0.44791], [1.66588, 5.92900, 1.11012], [-0.70316, 3.50915, 8.83192], [0.39166, 2.50125, 8.74708], [0.71934, 2.48526, 7.37622], [0.42984, 3.73900, 6.92787], [0.82880, 4.19662, 5.86991], [-0.35651, 4.42492, 7.81253], [-0.05567, 1.27310, 9.09235], [-1.68888, 3.08302, 8.61710], [-0.73933, 4.00288, 9.80676], [1.28050, 2.75346, 9.33519]],
  "atomic_forces_ev_per_a": [[0.473, -0.559, 0.289], [0.182, 0.014, 1.142], [0.094, 0.412, 1.782], [-1.015, -1.302, -0.500], [0.683, -0.926, 3.537], [1.082, 1.545, -4.097], [-1.598, -0.887, 2.271], [-1.708, -0.692, 0.728], [3.305, 2.045, -0.917], [-0.031, -2.094, -0.255], [0.276, -2.188, -1.304], [-0.296, -0.123, -0.526], [0.714, -0.527, 0.709], [0.207, -1.055, 0.005], [-0.539, 0.484, 0.130], [0.701, 1.464, 0.403], [1.790, -1.589, -0.603], [-1.422, 0.955, 0.011], [-1.357, 0.299, -0.228], [-0.147, 0.033, 0.774], [-0.998, 2.248, -1.479], [-2.302, 0.011, 3.924], [4.133, -1.413, 1.458], [-0.094, -1.979, 0.574], [5.191, 1.572, 1.037], [-0.623, -0.431, -5.155], [-4.039, 2.566, 1.541], [-0.401, 1.134, 1.156], [0.021, -0.047, 0.978], [1.187, 1.096, -1.887], [-1.200, 1.122, 0.777], [0.612, -0.122, -0.432], [1.957, -0.745, -0.923], [-1.274, -1.519, 1.161], [-1.418, 0.572, -2.048], [2.017, 0.422, 0.870], [0.075, 1.715, -1.925], [-1.684, -1.676, -1.278], [-0.556, 1.918, -0.882], [0.248, 1.201, -2.042], [0.483, 1.047, -0.810], [-0.815, 1.314, 1.408], [-1.519, -1.227, -0.030], [1.734, 0.613, 1.885], [-1.708, -0.320, 1.297], [-0.740, 1.659, 1.875], [0.036, 0.829, -2.525], [-0.881, -1.954, -0.262], [-2.161, 1.412, 0.775], [-0.582, 2.387, -0.321], [-1.430, -1.652, -0.996], [-0.051, 1.947, -1.958], [2.053, -1.301, 0.391], [1.666, 1.214, -1.203], [0.714, -2.399, 0.327], [-0.743, 0.303, 2.127], [1.563, -2.058, 0.815], [0.409, 1.461, 2.349], [0.198, 2.463, 0.065], [-0.131, -1.118, -2.553], [0.837, -0.514, -2.586], [0.469, -2.334, 0.762], [-2.229, -1.183, -1.055], [-1.587, -2.330, -0.049], [1.001, 1.906, 0.856], [2.184, -1.223, -0.847], [-1.031, -1.894, 1.424], [1.272, -0.409, -0.186], [0.198, 0.758, 0.708], [0.009, -0.956, -0.613], [-2.633, -0.072, -1.657], [2.500, 0.177, 1.390], [-1.013, 0.184, 0.062], [-0.015, -0.023, 0.202], [-0.143, 0.076, 0.238], [-0.213, 0.011, -0.158], [0.031, 0.198, 0.059], [-0.836, 0.489, 0.889], [0.011, -0.846, 0.341], [0.013, 0.885, -0.023], [0.699, 1.557, -2.666], [-0.971, -1.098, 2.476], [0.783, -0.408, -0.858], [0.133, -0.210, 0.120], [0.214, -0.190, 0.032], [0.047, 0.077, -0.266], [-0.070, -0.201, -0.024]],
  "homo_energy_ev": -11.60,
  "homo_lumo_gap_ev": 7.02,
  "multiplicity": 1,
  "charge": 1
}